# C25H25BrCoN5O2P

A molecular structure, C25H25BrCoN5O2P (the ωB97M-V functional and the def2-TZVPD basis, OMol25).

XYZ file:
```
60
Properties=species:S:1:pos:R:3:forces:R:3:mulliken_spin:R:1
Co -0.03798 -0.90714 0.22228 -0.5 0.0 0.1 1.057
C -1.59714 -3.78264 -2.63153 0.0 -0.1 0.0 -0.001
C -1.16495 -2.58222 -2.06882 0.0 0.1 0.0 0.019
N -0.67676 -2.48975 -0.84097 0.3 0.0 0.0 -0.019
C -0.58508 -3.63518 -0.11625 0.0 0.0 0.0 0.008
C -0.99335 -4.88439 -0.58977 0.0 0.1 0.0 -0.008
C -1.51776 -4.93791 -1.89216 0.0 0.0 0.0 0.009
C -0.84305 -6.03154 0.25872 0.0 -0.1 0.1 0.001
C -0.29970 -5.91801 1.49022 0.0 -0.1 0.0 -0.002
C 0.14121 -4.64711 1.99002 0.0 0.1 0.0 0.005
C 0.73340 -4.45541 3.25258 0.0 0.0 0.0 0.001
C 1.12549 -3.19403 3.62394 0.0 -0.1 0.0 -0.001
C 0.92455 -2.12136 2.74936 0.0 0.1 0.0 0.008
N 0.36934 -2.27586 1.56181 -0.1 0.0 0.0 -0.010
C -0.01315 -3.51960 1.18582 0.0 0.0 0.0 -0.048
H -1.98376 -3.78856 -3.64086 0.0 0.0 0.0 0.000
H -1.21630 -1.66926 -2.64432 0.0 0.0 0.0 -0.003
H -1.84818 -5.88328 -2.30464 0.0 0.0 0.0 0.000
H -1.17114 -6.99409 -0.11227 0.0 0.0 0.0 0.000
H -0.18491 -6.78943 2.12276 0.0 0.0 0.0 0.000
H 0.87516 -5.29896 3.91725 0.0 0.0 0.0 0.000
H 1.58387 -3.00882 4.58471 0.0 0.0 0.0 0.000
H 1.21285 -1.11806 3.03296 0.0 0.0 0.0 -0.001
Br -0.27481 3.27105 2.94838 0.0 -0.1 0.0 0.000
C 1.57997 2.90197 2.74579 0.1 -0.1 -0.1 0.001
C 2.43108 3.81291 3.35172 0.0 0.0 0.0 0.000
C 3.80419 3.66884 3.23182 0.0 0.0 0.0 0.000
C 4.33698 2.62656 2.48940 0.0 0.0 0.0 0.000
C 3.48844 1.72558 1.87669 -0.1 0.0 0.0 0.003
C 2.09783 1.83036 2.00174 0.0 0.1 0.1 0.011
C 1.30504 0.77508 1.31478 0.0 0.0 0.0 -0.054
O 1.83272 0.06990 0.41656 0.3 0.1 0.0 0.036
O 0.07328 0.55411 1.58539 0.2 -0.1 -0.1 0.006
H 2.01566 4.63582 3.91604 0.0 0.0 0.0 0.000
H 4.45630 4.38214 3.71883 0.0 0.0 0.0 0.000
H 5.40811 2.51532 2.39198 0.0 0.0 0.0 0.000
H 3.88275 0.90341 1.29570 0.0 0.0 0.0 0.004
C -0.32157 3.49135 -2.86451 0.0 0.0 0.0 0.000
N -0.73646 3.57363 -1.38945 0.0 -0.1 0.0 0.000
C -2.27592 3.54914 -1.32054 0.0 -0.1 0.0 0.000
N -2.78729 2.39628 -1.97624 0.0 0.0 0.0 0.000
C -2.34352 2.35590 -3.36871 0.1 0.0 0.0 0.000
N -0.88325 2.33472 -3.47073 0.0 0.0 0.0 -0.002
C -0.29659 1.08009 -2.99826 0.0 -0.1 0.0 -0.003
P -0.69090 0.79390 -1.20670 -0.1 0.1 0.1 -0.011
C -0.14274 2.45271 -0.59092 0.0 0.0 0.0 0.000
C -2.50550 1.14894 -1.26083 0.0 0.1 0.0 -0.002
H 0.76633 3.47620 -2.89485 0.0 0.0 0.0 0.000
H -0.69442 4.39690 -3.34135 0.0 0.0 0.0 0.000
H -0.40906 4.45894 -0.99888 0.0 0.0 0.0 0.000
H -2.61718 4.45821 -1.81433 0.0 0.0 0.0 0.000
H -2.54721 3.57108 -0.26671 0.0 0.0 0.0 0.000
H -2.71896 3.23921 -3.88547 0.0 0.0 0.0 0.000
H -2.75330 1.47299 -3.85468 0.0 0.0 0.0 0.000
H 0.78612 1.10254 -3.13289 0.0 0.0 0.0 0.000
H -0.67596 0.26706 -3.61639 0.0 0.0 0.0 0.000
H 0.94431 2.52862 -0.64147 0.0 0.0 0.0 0.000
H -0.44787 2.57160 0.45025 0.0 0.0 -0.1 0.000
H -2.88798 1.21153 -0.24002 0.0 0.0 0.0 -0.002
H -3.03132 0.32802 -1.75197 0.0 0.0 0.0 0.000
```
Forces are in eV/Å.

Computed properties:
Strongest force on any atom (hartree/bohr): 0.0108
LUMO level (alpha / beta) (eV): -5.815 / -5.987
HOMO energy (alpha / beta) (eV): -13.92 / -13.92
Net charge: +2
Total energy (eV): -154823.030
Spin multiplicity: 2
<S²>: 0.806
Energy relative to the best compared isomer or geometry (same formula, charge and spin) (kJ/mol): 37.3
Kohn-Sham gap (alpha / beta) (eV): 8.1 / 7.9

# C25H25F6N5O4SSbV

A molecular structure, C25H25F6N5O4SSbV at a distorted geometry (the ωB97M-V functional and the def2-TZVPD basis, OMol25).

XYZ file:
```
68
Properties=species:S:1:pos:R:3:forces:R:3:mulliken_spin:R:1
V -0.85389 -0.42588 -0.08272 2.5 -0.9 0.5 1.860
C -1.46097 0.17324 -4.43033 -0.1 0.0 0.2 -0.002
O -2.68774 0.22833 -3.64496 -0.1 0.1 -0.4 0.016
C -2.33269 0.00453 -2.39373 0.4 -0.1 0.1 0.021
N -1.07960 -0.15106 -2.12228 -0.2 0.3 -0.8 -0.010
C -0.32240 0.05907 -3.39316 -0.2 0.0 0.2 0.007
C 0.68683 -0.97073 -3.85023 0.1 0.0 0.1 0.010
C 1.12944 -2.03693 -3.08841 0.0 0.0 -0.1 0.016
C 2.08854 -2.90841 -3.59531 0.0 0.0 0.1 0.007
C 2.62063 -2.71423 -4.85796 0.0 0.0 -0.1 0.001
C 2.18438 -1.63936 -5.62600 0.0 0.0 0.0 0.000
C 1.22227 -0.77906 -5.12538 0.0 0.1 0.0 -0.002
C -3.31091 -0.01735 -1.32251 0.1 -0.1 0.2 0.220
C -4.67122 0.15261 -1.41611 -0.2 0.0 -0.1 -0.077
C -5.42964 0.14096 -0.24653 -0.1 0.0 0.0 0.162
C -4.79229 -0.01543 0.98620 -0.4 0.0 0.0 -0.073
C -3.43203 -0.17105 1.01510 0.3 -0.2 -0.2 0.222
N -2.69430 -0.19708 -0.12440 -1.7 0.7 -0.2 -0.019
C -2.56752 -0.30999 2.17494 0.3 0.1 -0.1 0.017
N -1.29036 -0.31437 2.03427 0.0 0.0 0.5 -0.005
C -0.71858 -0.31355 3.41637 -0.1 -0.1 -0.3 0.011
C -1.93689 -0.68766 4.26549 -0.1 0.1 -0.2 -0.002
O -3.07326 -0.41185 3.39711 -0.1 0.0 0.4 0.012
C 0.49442 -1.15982 3.72376 0.1 0.0 -0.1 -0.021
C 0.78975 -1.37542 5.07110 0.0 0.0 0.1 -0.003
C 1.93326 -2.06288 5.44510 0.0 0.0 0.0 0.000
C 2.81221 -2.53226 4.47534 0.0 0.0 0.0 0.000
C 2.52781 -2.31856 3.13550 0.0 0.0 0.0 -0.002
C 1.37419 -1.63886 2.76364 0.0 0.0 0.2 0.025
H -1.41038 1.06431 -5.04361 -0.1 0.1 0.0 0.002
H -1.50464 -0.70438 -5.06372 -0.1 -0.2 -0.1 0.001
H 0.21005 1.00428 -3.29280 0.0 0.1 0.1 -0.001
H 0.74684 -2.19458 -2.09576 -0.1 0.0 0.2 -0.026
H 2.42535 -3.73653 -2.98009 0.0 0.1 -0.1 0.000
H 3.37834 -3.38727 -5.24532 -0.1 0.1 0.0 0.000
H 2.60589 -1.46281 -6.60902 0.0 0.0 0.0 0.000
H 0.89594 0.06834 -5.72836 0.1 -0.1 0.1 0.000
H -5.12414 0.28797 -2.39193 0.0 0.0 0.1 -0.004
H -6.50534 0.25479 -0.29342 0.1 0.0 0.0 0.012
H -5.34783 -0.00798 1.91566 0.0 0.0 -0.1 -0.003
H -0.42746 0.71252 3.61292 0.0 0.3 0.0 0.002
H -2.05092 -0.08994 5.16021 -0.1 0.1 0.1 0.001
H -1.93848 -1.74478 4.51736 -0.1 -0.1 0.0 0.000
H 0.12386 -0.99365 5.84348 0.1 -0.1 -0.1 0.000
H 2.14248 -2.23156 6.49649 0.0 0.0 -0.1 0.000
H 3.71504 -3.05381 4.76732 0.0 0.0 0.0 0.000
H 3.20317 -2.67137 2.36305 -0.1 0.0 0.1 0.000
H 1.17172 -1.50512 1.71951 -0.1 0.1 -0.3 0.021
C 0.09343 5.35147 0.05106 0.1 -0.1 0.0 0.000
O -0.47705 4.08277 -0.28171 0.0 0.2 -0.1 0.000
C -0.19559 3.01196 0.46819 -0.4 -0.1 -0.6 0.000
O -0.78074 1.96373 0.21883 0.2 -0.1 0.2 -0.022
N 0.68060 3.19622 1.46274 -0.1 0.1 0.2 0.001
N 0.99122 2.08222 2.26343 -0.2 -0.1 0.3 0.000
H -0.45851 6.08648 -0.51871 -0.1 0.1 -0.1 0.000
H 1.14520 5.39052 -0.23901 0.0 0.0 0.0 0.000
H -0.00964 5.56056 1.11322 0.0 0.0 0.1 0.000
H 1.44320 3.81750 1.27588 0.3 0.2 -0.1 0.000
H 1.90630 2.25275 2.64402 0.3 0.0 0.2 0.000
H 1.10570 1.29834 1.64552 0.2 -0.6 -0.3 0.011
S -0.88277 -2.50553 -0.07960 0.3 0.1 0.0 -0.387
F 1.30214 -0.01197 -0.32749 -0.2 0.1 0.1 -0.001
Sb 3.20068 0.44616 -0.63614 -0.1 0.0 0.0 0.005
F 3.49098 -1.38804 -0.75062 0.1 -0.4 -0.1 0.000
F 2.83478 0.61583 -2.45661 -0.1 -0.1 -0.3 0.000
F 4.99426 0.90153 -0.87148 0.2 0.0 0.0 0.000
F 2.68489 2.25128 -0.44443 -0.2 0.4 0.1 0.000
F 3.41199 0.38088 1.22709 -0.1 0.0 0.4 0.000
```
Forces are in eV/Å.

Computed properties:
Strongest force on any atom (hartree/bohr): 0.0522
LUMO level (alpha / beta) (eV): -0.627 / -0.851
HOMO energy (alpha / beta) (eV): -6.42 / -8.39
Net charge: 0
Total energy (eV): -101342.054
Spin multiplicity: 3
<S²>: 2.188
Kohn-Sham gap (alpha / beta) (eV): 5.8 / 7.5